# 1
An isolated molecule of C6H10N2 in a non-equilibrium geometry, computed with the ωB97M-V functional and the def2-TZVPD basis.

```
! RIJCOSX wB97M-V def2-TZVPD def2/J DEFGRID3
* xyz 0 1
C 1.106 1.608 -0.679
C -0.344 0.991 1.156
C -0.056 -0.075 0.211
C -0.934 -1.123 -0.303
C 1.171 -0.829 0.218
C 2.140 -1.619 0.152
H 1.109 2.796 -0.887
H 1.710 1.120 -1.588
H 1.732 1.193 0.256
H 0.553 1.329 1.687
H -1.426 1.217 1.525
H -0.989 -2.074 0.369
H -0.582 -1.224 -1.408
H -2.986 -1.070 -0.635
H -2.400 0.273 -0.823
H 3.166 -2.124 -0.231
N -0.225 1.223 -0.264
N -2.401 -0.532 -0.135
*
```

Properties
Relative energy (zero: lowest compared OMol25 entry of this formula, charge and spin), kcal per mole: 146.2
SMILES: C#C[C@@]1(CN)CN1C
Orbital gap, eV: 10.230
HOMO level, eV: -9.20

---

# 2
An isolated molecule of C6H10N2O in a non-equilibrium geometry, computed with the ωB97M-V functional and the def2-TZVPD basis.

```
! RIJCOSX wB97M-V def2-TZVPD def2/J DEFGRID3
* xyz 0 1
C -1.355 0.604 -0.927
C -0.516 -0.025 -1.700
C -1.093 1.312 0.294
C 0.903 -0.124 -1.223
C 0.025 1.400 1.035
C 1.229 -0.609 -0.032
N -0.853 -1.611 0.853
N 0.394 -1.097 1.004
O 2.547 -0.554 0.359
H -2.421 0.557 -1.125
H -0.746 -0.353 -2.691
H -1.945 1.824 0.797
H 1.568 0.358 -1.826
H -0.220 1.944 1.896
H 1.003 1.065 0.738
H -1.505 -0.858 0.999
H -0.893 -2.154 -0.045
H 0.780 -1.714 1.716
H 3.098 0.035 -0.120
*
```

Properties
Relative energy (zero: lowest compared OMol25 entry of this formula, charge and spin), kcal per mole: 104.1
SMILES: C=C/C=C\C=C(\O)NN
Orbital gap, eV: 8.965
HOMO level, eV: -8.15

---

# 3
An isolated molecule of C6H10N2O in a non-equilibrium geometry, computed with the ωB97M-V functional and the def2-TZVPD basis.

```
! RIJCOSX wB97M-V def2-TZVPD def2/J DEFGRID3
* xyz 0 1
C -2.233 0.072 0.030
C 1.500 0.049 2.088
C -0.062 -0.993 -0.343
C 1.689 0.686 0.735
C 0.644 0.439 -0.331
N -0.467 -1.792 -1.354
C 0.583 1.237 -1.428
N -0.826 -0.178 0.351
O 2.641 1.393 0.489
H 0.228 -2.229 -1.934
H -1.426 -1.826 -1.673
H -2.438 0.125 -1.045
H -2.828 -0.738 0.459
H -2.533 1.010 0.494
H 1.332 -1.023 1.992
H 2.378 0.245 2.700
H 0.607 0.463 2.561
H -0.132 1.070 -2.220
H 1.343 1.990 -1.572
*
```

Properties
Relative energy (zero: lowest compared OMol25 entry of this formula, charge and spin), kcal per mole: 90.5
Orbital gap (alpha / beta), eV: 7.855 / 7.857
HOMO level (alpha / beta), eV: -7.29 / -7.29

---

# 4
An isolated molecule of C6H10N2O in a non-equilibrium geometry, computed with the ωB97M-V functional and the def2-TZVPD basis.

```
! RIJCOSX wB97M-V def2-TZVPD def2/J DEFGRID3
* xyz 0 1
C -0.190 1.202 1.475
N -0.258 -0.075 0.756
C 0.548 -0.405 -0.254
C 0.301 0.902 -1.421
C -0.932 -2.268 1.708
C 1.379 -1.370 -0.624
C -0.888 1.236 -1.914
O 1.479 1.472 -1.806
N -0.099 -1.330 1.905
H 1.305 2.286 -2.308
H 0.729 1.755 1.264
H -1.066 1.802 1.219
H -0.239 1.020 2.552
H -1.627 -2.296 0.851
H -1.052 -3.066 2.460
H 1.514 -2.239 0.005
H 1.877 -1.328 -1.585
H -1.797 0.822 -1.497
H -0.985 1.879 -2.787
*
```

Properties
Relative energy (zero: lowest compared OMol25 entry of this formula, charge and spin), kcal per mole: 114.4
SMILES: C=NN(C)C(=C)C(=C)O
Orbital gap, eV: 9.004
HOMO level, eV: -8.15

---

# 5
An isolated molecule of C6H10N2O in a non-equilibrium geometry, computed with the ωB97M-V functional and the def2-TZVPD basis.

```
! RIJCOSX wB97M-V def2-TZVPD def2/J DEFGRID3
* xyz 0 1
C 2.457 0.490 -0.304
C 1.207 -0.077 -0.875
C -0.745 -1.186 0.375
C -1.964 -0.877 -0.510
C -0.999 1.155 0.903
C -0.472 -0.087 1.209
H 3.011 -0.237 0.261
H 3.162 0.869 -1.098
H 2.408 1.429 0.445
H 0.503 0.770 -1.313
H 1.374 -0.817 -1.631
H -1.011 -2.032 0.983
H -2.187 -1.498 -1.480
H -2.887 -1.107 0.094
H -0.786 2.154 1.523
H -0.052 -0.279 2.320
N 0.568 -0.779 0.306
N -1.558 1.546 -0.151
O -2.029 0.563 -1.056
*
```

Properties
Relative energy (zero: lowest compared OMol25 entry of this formula, charge and spin), kcal per mole: 126.4
SMILES: CCN1[C@@H]2CON=C[C@@H]21
Orbital gap, eV: 9.855
HOMO level, eV: -9.00

---

# 6
An isolated molecule of C6H10N2O in a non-equilibrium geometry, computed with the ωB97M-V functional and the def2-TZVPD basis.

```
! RIJCOSX wB97M-V def2-TZVPD def2/J DEFGRID3
* xyz 0 1
C -2.054 0.877 0.709
C 0.470 1.362 -0.994
C -0.534 -0.959 -0.829
C 1.434 -0.565 0.541
C 0.186 0.127 -0.160
C 1.270 -1.443 1.520
O 2.676 -0.079 0.254
N -1.091 -0.143 0.403
N -0.580 -1.973 -1.522
H 2.705 0.280 -0.641
H -1.492 -2.269 -1.864
H -1.733 1.446 1.589
H -2.224 1.590 -0.109
H -3.002 0.395 0.948
H -0.380 1.593 -1.636
H 0.651 2.212 -0.334
H 1.287 1.187 -1.691
H 2.098 -1.730 2.145
H 0.311 -1.906 1.672
*
```

Properties
Relative energy (zero: lowest compared OMol25 entry of this formula, charge and spin), kcal per mole: 95.4
SMILES: [H]/N=C1\N(C)[C@@]1(C)C(=C)O
Orbital gap, eV: 9.028
HOMO level, eV: -8.42

---

# 7
A structure of composition C6H10N2O2 in a non-equilibrium geometry, computed with the ωB97M-V functional and the def2-TZVPD basis.

```
! RIJCOSX wB97M-V def2-TZVPD def2/J DEFGRID3
* xyz 0 1
N 0.083 -2.224 -0.971
C -0.373 -1.027 -0.285
C -0.989 -1.437 1.035
N -1.577 -0.627 1.898
C 0.745 -0.005 -0.059
O 1.402 0.369 -1.294
C 1.221 1.750 -0.981
C -0.224 2.106 -0.931
C 0.430 1.449 0.262
H 0.598 -1.968 -1.808
H 0.706 -2.762 -0.374
H -1.165 -0.551 -0.878
H 1.492 -0.419 0.638
H 2.047 2.434 -1.177
H -0.432 3.168 -0.789
H -0.940 1.573 -1.562
H 0.484 1.902 1.250
O -0.361 -2.292 1.773
H -2.160 0.074 1.454
H -0.988 -1.512 2.800
*
```

Properties
Relative energy (zero: lowest compared OMol25 entry of this formula, charge and spin), kcal per mole: 110.8
Orbital gap, eV: 10.250
HOMO level, eV: -9.47

---

# 8
An isolated molecule of C6H10N2O2 in a non-equilibrium geometry, computed with the ωB97M-V functional and the def2-TZVPD basis.

```
! RIJCOSX wB97M-V def2-TZVPD def2/J DEFGRID3
* xyz 0 1
C -0.481 0.847 -1.252
C 0.178 -1.215 -0.043
C -0.941 2.271 -0.876
C 1.222 -1.530 -1.149
C -1.403 0.354 1.073
C -0.464 -0.030 -0.086
N 1.565 -1.257 2.036
N 2.079 -0.291 1.760
O 0.022 0.700 -2.341
O 0.300 -1.946 1.117
H -0.151 2.611 -0.186
H -1.051 2.847 -1.826
H -1.797 2.341 -0.235
H 0.765 -1.467 -2.166
H 1.515 -2.615 -1.054
H 1.965 -0.753 -1.207
H -1.279 1.355 1.409
H -2.467 0.271 0.707
H -1.489 -0.358 1.849
H 1.912 -2.131 2.467
*
```

Properties
Relative energy (zero: lowest compared OMol25 entry of this formula, charge and spin), kcal per mole: 114.3
Orbital gap, eV: 8.548
HOMO level, eV: -8.90